ORCA calculation (ωB97M-V with the def2-TZVPD basis set) on C11H19N3OS as an isolated structure.

```
! wB97M-V def2-TZVPD RIJCOSX def2/J DEFGRID3
* xyz 0 1
C 7.117 -0.038 -1.664
C 6.708 0.395 -0.261
C 5.412 1.207 -0.233
C 4.169 0.470 -0.737
C 3.788 -0.729 0.129
C 2.532 -1.452 -0.362
C 1.253 -0.639 -0.177
C 0.021 -1.448 -0.585
N -1.195 -0.690 -0.422
C -2.136 -0.991 0.494
O -2.102 -1.956 1.232
C -3.262 -0.021 0.513
N -3.292 1.049 -0.264
S -4.654 1.874 0.022
N -5.247 0.879 1.156
C -4.407 -0.110 1.339
H -4.611 -0.886 2.052
H -1.315 0.160 -0.954
H -0.078 -2.335 0.046
H 0.112 -1.764 -1.630
H 1.154 -0.346 0.871
H 1.295 0.270 -0.780
H 2.429 -2.388 0.192
H 2.650 -1.704 -1.418
H 4.611 -1.445 0.130
H 3.634 -0.398 1.158
H 4.329 0.138 -1.764
H 3.343 1.183 -0.748
H 5.230 1.535 0.794
H 5.552 2.103 -0.844
H 7.502 1.015 0.162
H 6.610 -0.484 0.378
H 8.096 -0.513 -1.641
H 7.169 0.822 -2.328
H 6.408 -0.751 -2.076
*
```

energy relative to the best compared isomer or geometry (same formula, charge and spin)	6.4	kJ/mol
HOMO level	-0.359	Ha
frontier orbital gap	9.8	eV
M	241.4	g/mol
F_max	0.9	eV/Å

Here are the natural (NBO) charges for atoms 1 to 8, given in e: C -0.61; C -0.40; C -0.39; C -0.40; C -0.39; C -0.39; C -0.40; C -0.22


ORCA calculation (ωB97M-V with the def2-TZVPD basis set) on a 2-piece molecular cluster, C11H19N3S overall.

```
! wB97M-V def2-TZVPD RIJCOSX def2/J DEFGRID3
* xyz 2 1
C -0.775 0.092 -1.937
C -0.577 1.090 -2.934
C 1.565 -0.262 -1.829
C 0.295 -0.565 -1.245
C 0.855 1.493 -3.061
C -0.611 -0.185 2.053
C 1.346 2.772 -3.631
C -2.267 1.741 2.053
C -0.935 -2.370 -0.231
C 1.244 -1.856 0.549
C 0.768 -1.028 4.243
N 1.774 0.693 -2.685
N -1.404 0.672 1.435
N 0.176 -1.386 -0.162
S -0.906 -0.820 3.567
H -1.768 -0.109 -1.609
H -1.211 1.755 -3.344
H 2.472 -0.978 -1.798
H 1.833 2.625 -4.616
H 0.553 3.619 -3.861
H 2.104 3.232 -3.010
H -1.536 2.331 2.651
H -3.183 1.268 2.656
H -2.612 2.404 1.241
H -1.087 -2.817 -1.135
H -0.706 -3.045 0.556
H -1.941 -1.770 0.010
H 2.020 -0.957 0.621
H 0.908 -2.294 1.434
H 1.753 -2.587 0.039
H 1.660 -0.839 3.719
H 0.833 -2.087 4.483
H 0.845 -0.578 5.286
H -1.484 0.744 0.492
*
```

energy relative to the best compared isomer or geometry (same formula, charge and spin)	303.3	kJ/mol
HOMO level (alpha / beta)	-0.580 / -0.604	Ha
frontier orbital gap (alpha / beta)	6.6 / 6.8	eV
M	225.4	g/mol
F_max	6.8	eV/Å

Here are the natural (NBO) charges for atoms 1 to 8, given in e: C -0.21; C -0.14; C 0.09; C 0.14; C 0.36; C 0.19; C -0.70; C -0.45


ORCA calculation (ωB97M-V with the def2-TZVPD basis set) on a 4-piece molecular cluster, C11H19N4O3 overall.

```
! wB97M-V def2-TZVPD RIJCOSX def2/J DEFGRID3
* xyz -1 1
C -3.204 -0.124 0.703
C -2.870 -1.581 0.020
C -1.716 -1.462 -1.103
O -0.433 -1.985 -0.707
C 0.079 -1.342 0.475
N 1.559 -1.076 0.359
C -0.073 -2.287 1.793
O 0.161 -1.687 2.920
O -0.435 -3.609 1.754
H -2.321 0.599 0.564
H -3.360 -0.305 1.833
H -4.129 0.360 0.213
H -3.870 -1.915 -0.455
H -2.648 -2.352 0.837
H -1.678 -0.385 -1.517
H -2.064 -2.111 -1.996
H -0.402 -0.340 0.729
H 1.753 -0.488 1.193
H 2.086 -1.960 0.468
C -2.888 1.247 -4.261
C -3.754 0.582 -3.234
N -4.432 0.057 -2.424
H -1.892 1.420 -3.850
H -2.804 0.611 -5.143
H -3.325 2.204 -4.551
C 2.690 0.526 4.533
C 2.895 0.977 3.120
N 3.055 1.324 2.004
H 3.591 0.030 4.898
H 2.474 1.386 5.169
H 1.853 -0.174 4.580
C 4.283 2.164 -1.002
C 4.480 2.594 -2.426
N 4.635 2.934 -3.546
H 5.186 1.673 -0.635
H 4.072 3.033 -0.378
H 3.447 1.466 -0.936
*
```

energy relative to the best compared isomer or geometry (same formula, charge and spin)	204.4	kJ/mol
HOMO level	-0.153	Ha
frontier orbital gap	6.7	eV
M	255.3	g/mol
F_max	5.9	eV/Å

Here are the natural (NBO) charges for atoms 1 to 8, given in e: C -0.64; C -0.46; C -0.06; O -0.53; C 0.14; N -0.86; C 0.70; O -0.81


ORCA calculation (ωB97M-V with the def2-TZVPD basis set) on C11H19N4O6S2 as an isolated structure.

```
! wB97M-V def2-TZVPD RIJCOSX def2/J DEFGRID3
* xyz -1 1
O 2.364 -0.982 4.294
C 2.692 0.192 4.022
O 1.844 1.165 3.445
C 0.736 1.504 4.322
C -0.460 0.412 4.238
C -0.859 0.148 2.708
C -0.701 -1.396 2.279
S -0.039 -1.572 0.531
O -0.236 -3.018 0.156
O -0.933 -0.740 -0.361
N 1.581 -1.059 0.616
S 1.967 0.051 -0.616
O 2.942 1.053 0.003
O 2.737 -0.614 -1.758
H 3.771 0.531 4.240
H 0.276 2.481 3.932
H 1.054 1.717 5.402
H -1.331 0.790 4.874
H -0.106 -0.562 4.740
H -0.255 0.844 2.030
H -1.959 0.468 2.576
H -1.678 -1.977 2.421
H 0.143 -1.815 2.946
H 0.904 0.811 -1.086
C -5.363 0.241 0.759
C -4.304 -0.729 1.182
N -3.471 -1.488 1.514
H -5.614 0.081 -0.290
H -6.259 0.100 1.366
H -5.002 1.263 0.888
C 0.141 1.628 -4.581
C -0.038 2.312 -3.262
N -0.176 2.852 -2.213
H 0.343 2.366 -5.359
H 0.977 0.932 -4.525
H -0.764 1.077 -4.840
C 2.991 -1.687 -6.063
C 1.589 -1.173 -6.168
N 0.487 -0.770 -6.249
H 3.137 -2.169 -5.096
H 3.180 -2.412 -6.856
H 3.696 -0.860 -6.160
*
```

energy relative to the best compared isomer or geometry (same formula, charge and spin)	556.6	kJ/mol
HOMO level	-0.187	Ha
frontier orbital gap	7.8	eV
M	367.4	g/mol
F_max	6.1	eV/Å

Here are the natural (NBO) charges for atoms 1 to 8, given in e: O -0.56; C 0.66; O -0.53; C -0.08; C -0.43; C -0.43; C -0.64; S 2.14